Here is one molecule with the formula C2H4N4 from the OMol25 dataset. Energies are from ωB97M-V with the def2-TZVPD basis set.

For the frontier orbital gap, the calculation gives 0.3458 hartree. Its structure (SMILES) is Nc1ncn[nH]1. The value obtained for the LUMO energy is 0.7 eV.

Each line ends with the Mulliken charge.
Cartesian coordinates (Å):
1 N 1.988 -0.052 -0.002  -0.40
2 C 0.625 -0.059 -0.002  0.54
3 N -0.121 -1.153 -0.008  -0.61
4 C -1.379 -0.636 0.007  -0.06
5 N -1.473 0.671 0.002  -0.66
6 N -0.153 1.040 -0.008  0.16
7 H 2.470 -0.933 0.060  0.22
8 H 2.525 0.803 -0.019  0.19
9 H -2.250 -1.263 0.003  0.41
10 H 0.088 2.021 0.039  0.21

Here is one molecule with the formula C2H4N4 in a non-equilibrium geometry from the OMol25 dataset. Energies are from ωB97M-V with the def2-TZVPD basis set.

For the frontier orbital gap, the calculation gives 0.3548 hartree. Its structure (SMILES) is Nc1nc[nH]n1. The value obtained for the LUMO energy is 0.9 eV.

Each line ends with the Mulliken charge.
Cartesian coordinates (Å):
1 N -1.948 -0.097 -0.049  -0.49
2 C -0.614 -0.051 0.016  0.37
3 N 0.196 -1.173 -0.149  -0.55
4 C 1.424 -0.607 0.146  -0.07
5 N 1.259 0.670 -0.036  0.05
6 N -0.117 1.094 -0.009  -0.63
7 H -2.628 -0.870 0.437  0.29
8 H -2.200 1.043 0.203  0.34
9 H 2.259 -1.219 0.168  0.41
10 H 1.979 1.536 -0.069  0.29

Here is one molecule with the formula C2H4N4 in a non-equilibrium geometry from the OMol25 dataset. Energies are from ωB97M-V with the def2-TZVPD basis set.

The spin multiplicity is 3. For the frontier orbital gap (spin up / spin down), the calculation gives 0.2510 / 0.2456 hartree. The value obtained for the LUMO energy (spin up / spin down) is 1.0 / -3.5 eV.

Each line ends with the Mulliken spin population.
Cartesian coordinates (Å):
1 C 0.633 1.744 0.104  0.11
2 C -0.763 -1.358 -0.098  0.05
3 N 1.334 -0.228 0.238  0.52
4 N 1.724 0.950 0.339  0.47
5 N -0.436 1.113 -0.277  0.24
6 N 0.086 -0.245 -0.149  0.56
7 H 0.562 2.813 0.034  0.00
8 H -1.303 -1.387 0.828  0.04
9 H -1.727 -1.185 -0.605  0.02
10 H -0.111 -2.218 -0.415  0.00

Here is one molecule with the formula C2H4N4O from the OMol25 dataset. Energies are from ωB97M-V with the def2-TZVPD basis set.

For the frontier orbital gap, the calculation gives 0.3402 hartree. Its structure (SMILES) is Nc1n[nH]c(O)n1. The value obtained for the LUMO energy is 0.7 eV.

Each line ends with the Mulliken charge.
Cartesian coordinates (Å):
1 N 2.192 0.278 0.299  -0.45
2 C 0.857 0.028 0.031  0.42
3 N 0.473 -1.178 -0.331  -0.75
4 N -0.889 -1.043 -0.332  0.21
5 C -1.213 0.202 0.023  0.54
6 O -2.508 0.515 0.137  -0.49
7 N -0.149 0.941 0.237  -0.62
8 H 2.765 -0.510 0.025  0.27
9 H 2.563 1.160 -0.020  0.25
10 H -1.493 -1.841 -0.434  0.25
11 H -2.600 1.447 0.365  0.36

Here is one molecule with the formula C2H4N4O in a non-equilibrium geometry from the OMol25 dataset. Energies are from ωB97M-V with the def2-TZVPD basis set.

For the frontier orbital gap, the calculation gives 0.3395 hartree. Its structure (SMILES) is Nc1n[nH]c(O)n1. The value obtained for the LUMO energy is 0.7 eV.

Each line ends with the Mulliken charge.
Cartesian coordinates (Å):
1 N -1.133 -1.534 1.096  -0.46
2 C -0.531 -0.489 0.432  0.47
3 N -0.988 0.752 0.500  -0.74
4 N -0.038 1.425 -0.211  0.22
5 C 0.866 0.539 -0.703  0.45
6 O 1.905 0.914 -1.449  -0.48
7 N 0.593 -0.679 -0.311  -0.60
8 H -2.103 -1.352 1.305  0.27
9 H -0.974 -2.432 0.661  0.26
10 H -0.171 2.404 -0.434  0.24
11 H 2.575 0.453 -0.886  0.36

Here is one molecule with the formula C2H4N4O in a non-equilibrium geometry from the OMol25 dataset. Energies are from ωB97M-V with the def2-TZVPD basis set.

For the frontier orbital gap, the calculation gives 0.3485 hartree. Its structure (SMILES) is Nc1cnnn1O. The value obtained for the LUMO energy is 0.6 eV.

Each line ends with the Mulliken charge.
Cartesian coordinates (Å):
1 N -1.646 1.094 0.148  -0.52
2 C -0.315 0.704 -0.258  0.36
3 C 0.997 1.285 0.117  -0.38
4 N 1.763 0.118 0.131  -0.31
5 N 1.104 -1.054 -0.079  -0.62
6 N -0.080 -0.613 -0.307  0.77
7 O -1.021 -1.439 0.101  -0.55
8 H -1.947 1.903 -0.372  0.27
9 H -2.286 0.236 -0.057  0.30
10 H 1.407 2.316 0.242  0.33
11 H -1.080 -1.692 0.960  0.36

Here is C2H4N4O as an isolated structure from the OMol25 dataset. Energies are from ωB97M-V with the def2-TZVPD basis set.

For the frontier orbital gap, the calculation gives 0.3659 hartree. The value obtained for the LUMO energy is 0.7 eV.

Each line ends with the Mulliken charge.
Cartesian coordinates (Å):
1 N -2.003 -0.289 0.727  -0.37
2 C -0.734 -0.097 0.310  0.49
3 N 0.306 -0.345 1.082  -0.68
4 N 1.380 -0.001 0.209  -0.02
5 C 0.763 0.270 -1.086  0.47
6 O 1.703 0.110 -1.931  -0.61
7 N -0.528 0.301 -1.014  -0.58
8 H -2.164 -0.442 1.710  0.26
9 H -2.742 0.107 0.171  0.25
10 H 1.866 0.817 0.582  0.27
11 H 2.153 -0.430 -0.760  0.51

Here is one molecule with the formula C2H4N4O2 in a non-equilibrium geometry from the OMol25 dataset. Energies are from ωB97M-V with the def2-TZVPD basis set.

For the frontier orbital gap, the calculation gives 0.3355 hartree. Its structure (SMILES) is ONC1=NN=CNO1. The value obtained for the LUMO energy is 0.3 eV.

Each line ends with the Mulliken charge.
Cartesian coordinates (Å):
1 O -2.764 0.488 0.206  -0.40
2 N -1.822 -0.571 0.070  -0.11
3 C -0.498 -0.274 -0.017  0.55
4 N -0.306 1.058 0.113  -0.32
5 N 0.934 1.504 -0.149  -0.45
6 C 1.841 0.629 -0.003  0.06
7 N 1.374 -0.731 0.714  -0.43
8 O 0.494 -1.178 -0.449  -0.27
9 H -2.050 1.189 -0.050  0.44
10 H -2.441 -1.358 -0.478  0.32
11 H 2.836 0.459 -0.428  0.30
12 H 2.403 -1.215 0.472  0.33

Here is a 2-piece molecular cluster, C2H4N4OS overall in a non-equilibrium geometry from the OMol25 dataset. Energies are from ωB97M-V with the def2-TZVPD basis set.

For the frontier orbital gap, the calculation gives 0.3004 hartree. The value obtained for the LUMO energy is -0.5 eV.

Each line ends with the Mulliken charge.
Cartesian coordinates (Å):
1 C -1.019 -0.725 -0.142  0.26
2 C 0.361 -0.402 -0.055  0.62
3 H -0.789 -2.583 -0.606  0.41
4 H -1.213 2.195 -0.982  0.26
5 H 1.751 1.703 1.316  0.16
6 H 1.383 -1.822 0.830  0.22
7 N -1.712 0.317 -0.211  -0.47
8 N -0.883 1.400 -0.361  -0.17
9 N 0.377 0.929 -0.561  0.10
10 N 1.451 -0.896 0.416  -0.69
11 O -1.402 -1.953 0.428  -0.51
12 S 1.697 1.837 -0.072  -0.17

Here is an isolated ion of composition C2H4N5 and charge +1 in a non-equilibrium geometry from the OMol25 dataset. Energies are from ωB97M-V with the def2-TZVPD basis set.

For the frontier orbital gap, the calculation gives 0.2952 hartree. As for the total charge: +1. The value obtained for the LUMO energy is -7.5 eV.

Each line ends with the Mulliken charge.
Cartesian coordinates (Å):
1 C -1.932 -0.133 0.520  0.42
2 C 0.297 0.012 -0.320  -0.83
3 N -2.808 -0.969 0.704  0.11
4 N -3.269 1.008 -0.755  -0.25
5 N -4.054 -0.812 0.200  -0.48
6 N -3.959 0.154 -0.554  0.71
7 N -0.773 0.384 0.616  -0.08
8 H 0.505 -0.980 -0.235  0.39
9 H 1.193 0.566 0.002  0.33
10 H 0.185 0.141 -1.408  0.32
11 H -0.551 1.097 1.347  0.37

Here is C2H4N6 as an isolated structure in a non-equilibrium geometry from the OMol25 dataset. Energies are from ωB97M-V with the def2-TZVPD basis set.

For the frontier orbital gap, the calculation gives 0.3191 hartree. The value obtained for the LUMO energy is -0.7 eV.

Each line ends with the Mulliken charge.
Cartesian coordinates (Å):
1 C -1.026 -0.140 -0.126  0.47
2 C 1.188 -0.425 -0.147  0.58
3 H -3.173 -0.300 0.457  0.33
4 H -2.290 -1.744 0.683  0.35
5 H 1.977 1.594 -0.192  0.26
6 H 3.256 -0.331 0.072  0.21
7 N -2.261 -0.840 -0.239  -0.64
8 N -1.124 1.225 -0.035  -0.20
9 N -0.030 1.808 -0.166  -0.42
10 N 1.104 1.061 -0.026  0.14
11 N 2.411 -0.973 -0.038  -0.67
12 N -0.031 -0.935 -0.242  -0.42

Here is one molecule with the formula C2H4N6O in a non-equilibrium geometry from the OMol25 dataset. Energies are from ωB97M-V with the def2-TZVPD basis set.

For the frontier orbital gap, the calculation gives 0.3002 hartree. Its structure (SMILES) is Nc1nnc(=O)n(N)n1. The value obtained for the LUMO energy is -1.2 eV.

Each line ends with the Mulliken charge.
Cartesian coordinates (Å):
1 N -2.854 0.342 -0.162  -0.46
2 C -1.481 0.029 0.290  0.44
3 N -1.026 -1.252 -0.048  -0.20
4 N 0.224 -1.617 -0.159  -0.25
5 C 1.146 -0.498 -0.020  0.54
6 O 2.379 -0.739 0.189  -0.67
7 N 0.571 0.585 -0.115  0.83
8 N 1.653 1.542 -0.240  -0.76
9 N -0.660 1.004 0.209  -0.65
10 H -3.043 1.521 -0.249  0.31
11 H -3.478 -0.275 0.341  0.26
12 H 1.691 2.286 0.662  0.29
13 H 2.444 0.969 -0.282  0.32

Record-wise relative energy (zero: lowest compared OMol25 entry of this formula, charge and spin) values, in eV: 0.0903 2.5292 2.0487 0.2140 0.4802 5.1626 2.8262 6.6752 4.2261 3.9328 3.2558 3.8530